Entry 1:
{"formula": "C29H34N5O3SW", "method": "wB97M-V/def2-TZVPD", "homo_lumo_gap_ev": 6.325, "largest_force_ev_per_a": 2.72, "lumo_ev": -10.51, "e_homo_ev": -16.839, "charge": 3, "de_lowest_ev": 2.0958, "elements": ["W", "C", "N", "C", "C", "C", "N", "C", "C", "C", "C", "C", "C", "C", "O", "C", "C", "C", "N", "C", "C", "C", "C", "C", "C", "C", "O", "H", "H", "H", "H", "H", "H", "H", "H", "H", "H", "H", "H", "H", "H", "H", "H", "H", "H", "H", "H", "H", "H", "H", "H", "H", "O", "N", "C", "C", "C", "C", "C", "S", "H", "H", "H", "H", "C", "C", "C", "N", "H", "H", "H", "H", "H"], "coordinates": [[-0.4932, 0.1301, 0.0410], [-1.3818, -2.8523, 0.6451], [-0.2801, -1.9823, 1.1686], [-0.4097, -1.9593, 2.6782], [-0.6629, -0.5771, 3.2843], [-2.0269, 0.0058, 2.9382], [-2.2517, -0.0876, 1.4988], [-3.4862, -0.3255, 1.1458], [-3.9572, -0.2640, -0.1912], [-5.2450, -0.7053, -0.5611], [-5.7412, -0.4324, -1.8148], [-4.9725, 0.2996, -2.7226], [-3.7143, 0.7686, -2.3838], [-3.1841, 0.4944, -1.1203], [-2.0117, 0.9872, -0.7142], [1.0251, -2.6618, 0.8632], [1.4113, -2.6745, -0.6189], [2.1624, -1.4056, -1.0496], [1.6193, -0.1780, -0.4487], [2.4637, 0.8154, -0.3835], [2.2176, 2.1306, 0.1142], [3.2124, 3.1185, -0.0565], [3.0387, 4.3989, 0.4211], [1.8703, 4.7329, 1.1039], [0.8753, 3.7859, 1.3049], [1.0181, 2.4985, 0.8013], [0.0604, 1.5653, 0.9586], [-1.1515, -3.9080, 0.8318], [-1.5358, -2.7170, -0.4312], [-2.3224, -2.6320, 1.1525], [0.5121, -2.3459, 3.1173], [-1.2100, -2.6358, 2.9874], [0.1192, 0.1225, 2.9691], [-0.5936, -0.6785, 4.3701], [-2.0553, 1.0662, 3.2289], [-2.8251, -0.5095, 3.4877], [-4.2303, -0.5102, 1.9234], [-5.8380, -1.2555, 0.1541], [-6.7342, -0.7551, -2.0885], [-5.3768, 0.5279, -3.6969], [-3.1510, 1.3745, -3.0791], [0.9761, -3.6956, 1.2280], [1.8121, -2.1440, 1.4216], [0.5432, -2.8668, -1.2526], [2.0956, -3.5107, -0.7798], [2.1292, -1.3105, -2.1436], [3.2147, -1.5079, -0.7662], [3.4780, 0.6528, -0.7512], [4.1117, 2.8642, -0.5978], [3.8016, 5.1455, 0.2604], [1.7302, 5.7363, 1.4785], [-0.0351, 4.0409, 1.8289], [-0.7476, -1.0273, -1.5291], [-0.6812, -0.7314, -2.8755], [-0.9397, -1.7187, -3.7669], [-0.8588, -1.4850, -5.1097], [-0.5348, -0.1954, -5.5619], [-0.2612, 0.7884, -4.6469], [-0.3018, 0.5190, -3.2648], [0.1643, 1.6731, -2.1022], [-1.2060, -2.6780, -3.3514], [-1.0350, -2.2888, -5.8055], [-0.4906, 0.0131, -6.6202], [0.0160, 1.7881, -4.9484], [5.2223, 0.9563, 2.8300], [3.9089, 0.8376, 3.6202], [2.8325, 0.3846, 2.8127], [1.9620, 0.0492, 2.1334], [5.9447, 1.5090, 3.4242], [5.0739, 1.4884, 1.8924], [5.6406, -0.0247, 2.6236], [3.6279, 1.8147, 4.0265], [4.0431, 0.1539, 4.4647]], "forces_ev_per_angstrom": [[-2.161, -0.845, -1.421], [-0.516, -0.319, -0.424], [0.067, 0.218, -0.606], [0.047, 0.698, 0.724], [-0.191, 0.122, -0.075], [0.645, 0.015, 0.697], [-0.156, -0.440, -0.431], [0.581, 0.317, -0.195], [0.079, 0.495, -1.025], [0.382, 0.108, 0.166], [0.038, 0.014, -0.075], [-0.017, -0.078, 0.291], [0.487, 0.157, 0.307], [-1.628, -0.875, 0.183], [0.250, 0.226, -0.023], [0.760, -0.039, -0.472], [0.067, -0.005, 0.082], [-0.372, -0.752, -0.284], [0.516, 1.083, 0.091], [-0.435, -0.694, -0.078], [-0.513, 0.814, 0.448], [-0.408, -0.539, 0.005], [-0.214, 0.201, 0.130], [0.228, -0.232, -0.144], [-0.569, -0.600, -0.025], [2.106, 1.267, -0.342], [-0.021, 0.159, -0.048], [0.091, 0.246, 0.045], [0.131, -0.116, 0.396], [0.267, 0.040, -0.089], [-0.053, 0.020, -0.243], [0.058, -0.023, -0.238], [-0.312, -0.349, 0.295], [0.056, 0.052, -0.059], [-0.033, -0.233, -0.070], [0.076, 0.073, -0.229], [0.200, -0.035, 0.048], [-0.104, -0.030, 0.099], [-0.031, -0.065, -0.020], [-0.015, 0.024, -0.099], [0.055, 0.079, -0.015], [-0.214, 0.261, 0.057], [-0.297, -0.123, -0.030], [0.212, -0.039, 0.126], [-0.068, 0.023, 0.051], [0.005, 0.033, 0.167], [-0.158, 0.164, 0.045], [-0.100, -0.149, 0.022], [0.122, -0.071, -0.021], [0.055, 0.034, -0.001], [-0.020, 0.038, 0.035], [-0.041, 0.055, 0.048], [0.283, 0.053, -0.393], [0.247, 0.789, 0.131], [-0.127, -0.536, -0.026], [0.033, 0.179, 0.187], [-0.002, -0.114, 0.246], [-0.049, -0.002, 0.248], [-0.085, -0.212, 0.204], [0.044, -0.311, 0.553], [-0.018, -0.020, 0.102], [-0.112, -0.108, 0.022], [0.028, 0.035, -0.076], [0.001, 0.018, -0.039], [0.012, -0.022, 0.073], [1.141, 0.502, 0.746], [-1.193, -0.590, -0.759], [0.958, -0.046, 1.091], [0.032, 0.005, 0.007], [0.009, 0.056, -0.035], [0.007, -0.062, -0.076], [-0.028, -0.102, 0.053], [-0.119, 0.107, -0.039]], "mulliken_charge": [1.823, -1.299, 0.157, -0.872, -0.097, -1.140, -0.334, -0.158, 0.345, -0.763, -0.890, -0.616, -0.352, 0.425, -0.554, -1.318, -0.343, -1.407, 0.454, -0.671, 1.265, -1.123, -0.956, -0.740, -0.573, 0.423, 0.067, 0.469, 0.096, 0.632, 0.480, 0.461, -0.153, 0.657, 0.277, 0.587, 0.546, 0.517, 0.467, 0.488, 0.608, 0.736, 0.292, 0.065, 0.522, 0.297, 0.760, 0.619, 0.559, 0.512, 0.518, 0.627, -0.085, 0.414, -0.500, -0.824, -0.393, -0.881, 0.745, -0.060, 0.543, 0.503, 0.488, 0.540, -1.057, -0.696, 0.515, -0.252, 0.386, 0.243, 0.342, 0.277, 0.360]}

---

Entry 2:
{"formula": "C4H6ErO7", "method": "wB97M-V/def2-TZVPD", "homo_lumo_gap_ev": [9.746, 2.485], "spin_multiplicity": 4, "largest_force_ev_per_a": 4.80, "lumo_ev": [-11.96, -16.86], "e_homo_ev": [-21.710, -19.348], "charge": 3, "elements": ["O", "C", "C", "O", "C", "O", "O", "H", "H", "H", "H", "H", "O", "C", "O", "O", "Er", "H"], "coordinates": [[0.6679, 1.0686, -0.9443], [0.4387, 0.2037, 0.0863], [-0.6251, -0.8286, -0.2689], [-0.2497, -1.5022, -1.4649], [0.9064, -2.1421, -1.4129], [1.8904, -1.6246, -0.9079], [0.7568, -3.3916, -1.7660], [1.5376, 1.4845, -0.8874], [1.3107, -0.0512, 0.6944], [-1.5803, -0.3391, -0.4892], [-0.7341, -1.5571, 0.5406], [1.3625, -3.9676, -1.2780], [-1.1477, 2.8569, 0.0763], [-1.0652, 2.2105, 1.1826], [-0.3094, 1.1299, 1.3419], [-1.7914, 2.4704, 2.1532], [-0.8995, 1.4340, 3.9089], [-0.4686, 2.5456, -0.5648]], "forces_ev_per_angstrom": [[-0.304, -1.324, 0.924], [-0.655, 3.284, 0.191], [-0.229, 0.780, 0.896], [1.210, 0.361, -0.536], [-3.377, -3.341, -0.701], [1.445, 0.502, 0.124], [0.623, 1.853, 0.343], [0.460, 0.127, -0.089], [-0.179, -0.319, -0.285], [0.211, -0.140, -0.040], [-0.109, 0.063, -0.133], [0.791, -0.871, -0.314], [0.719, -0.187, 0.009], [-1.663, -0.197, -0.395], [1.335, -1.566, -0.548], [0.439, 0.580, -0.055], [-0.210, 0.109, 0.635], [-0.507, 0.287, -0.026]], "mulliken_charge": [-0.533, 0.063, -0.386, -0.160, 0.770, -0.076, -0.252, 0.414, 0.447, 0.331, 0.391, 0.416, -0.340, 0.930, -0.455, -0.595, 1.535, 0.500]}

---

Entry 3:
{"formula": "C2H5NO2", "method": "wB97M-V/def2-TZVPD", "homo_lumo_gap_ev": 11.631, "largest_force_ev_per_a": 3.50, "lumo_ev": 0.63, "e_homo_ev": -11.000, "de_lowest_ev": 3.7954, "elements": ["C", "C", "N", "O", "O", "H", "H", "H", "H", "H"], "coordinates": [[-1.1109, -0.1771, -0.2526], [0.2640, 0.6068, -0.0144], [1.3154, -0.3733, 0.2946], [2.2936, 0.0132, 0.8504], [1.0513, -1.5036, 0.0775], [-1.2304, -0.6570, -1.2683], [-1.2695, -0.9444, 0.5248], [-1.8398, 0.6604, -0.2240], [0.3935, 1.2200, -0.8971], [0.1329, 1.1551, 0.9090]], "forces_ev_per_angstrom": [[0.521, 0.964, -0.619], [-3.242, -1.289, -0.232], [-0.689, 1.251, -0.188], [1.901, 0.933, 0.739], [-0.081, -2.864, -0.743], [0.550, 0.505, 1.148], [-0.124, 0.622, -0.363], [-0.018, -0.783, 0.225], [0.921, 0.125, 0.162], [0.261, 0.536, -0.129]], "mulliken_charge": [-1.010, -0.366, 0.956, -0.581, -0.537, 0.277, 0.342, 0.345, 0.272, 0.302]}